The following is a DFT calculation (the ωB97M-V functional and the def2-TZVPD basis) of a cluster of 3 separate species, C10H21NS in total in a non-equilibrium geometry.

Structure (XYZ):
```
33
Properties=species:S:1:pos:R:3:forces:R:3
C -4.0385 1.3708 -2.1781 0.9 -1.7 3.4
C -5.2486 1.6949 -2.5273 -2.9 1.0 -2.0
C 3.7170 -0.7129 -1.2395 -0.4 1.5 -2.6
C 4.3351 -1.7013 -0.4883 0.1 -4.1 0.9
C 0.8426 1.6567 -0.6857 -0.2 0.1 1.4
C 1.1521 2.0614 1.8882 -2.2 1.5 0.3
C -0.5911 -1.8044 -0.2029 -1.3 -1.9 2.6
C -0.9822 -1.5594 2.3190 0.3 0.8 0.2
C 0.6508 1.1854 0.7984 -1.5 -0.7 -0.9
C 0.0912 -1.6859 1.1887 -2.7 0.0 -0.1
N 3.3048 0.0051 -2.0374 -0.1 0.1 0.4
S 1.3763 -0.4710 1.1390 1.2 0.3 0.1
H -3.1188 1.2379 -2.6944 0.2 0.5 -1.1
H -3.8842 0.9864 -1.0991 -0.4 0.8 -1.6
H -6.1336 1.6390 -1.8487 1.1 0.1 -0.3
H -5.6002 2.0415 -3.5661 1.0 -0.6 1.5
H 4.8778 -1.3166 0.3219 0.0 0.7 1.8
H 5.1636 -2.2883 -0.9512 -0.9 0.6 -0.7
H 3.5379 -2.4810 -0.2054 1.3 1.2 0.1
H 0.1381 2.5100 -0.9735 1.2 -1.2 0.4
H 1.8997 1.8282 -0.8720 0.0 0.6 -0.1
H 0.6660 0.7431 -1.2128 -0.6 -0.2 -1.0
H 0.5844 3.0462 1.7997 1.0 -0.9 0.2
H 2.1827 2.1977 1.7203 1.4 0.5 0.4
H 0.9024 1.6155 2.8671 0.5 0.3 -0.4
H 0.2221 -1.9132 -0.8198 1.4 0.1 -2.3
H -1.2645 -2.7226 -0.2983 0.8 1.2 0.3
H -1.1613 -0.9232 -0.2934 -0.7 1.0 -0.9
H -0.6340 -0.9486 3.1946 -0.4 -0.2 -1.0
H -1.1203 -2.5370 2.7598 -0.3 -0.4 -0.1
H -1.9690 -1.2136 1.9182 0.9 -0.1 0.5
H -0.4352 1.0959 0.9226 0.0 -0.3 0.1
H 0.5370 -2.6368 1.3563 1.1 -0.6 0.2
```
Forces are in eV/Å.

Values from the calculation:
- Charge: 0
- SMILES: CC(C)SC(C)C.CC#N.C=C
- Spin multiplicity: 1
- Relative energy (zero: lowest compared OMol25 entry of this formula, charge and spin): 0.00 kJ/mol
- E_tot: -846.453563 Ha

natural (NBO) charges, unit e, in atom order: -0.394 -0.386 0.299 -0.743 -0.624 -0.613 -0.602 -0.627 -0.314 -0.357 -0.339 0.171 0.206 0.182 0.198 0.195 0.257 0.259 0.261 0.213 0.225 0.225 0.205 0.207 0.221 0.213 0.204 0.200 0.219 0.213 0.206 0.203 0.220

The following is a DFT calculation (the ωB97M-V functional and the def2-TZVPD basis) of a cluster of 3 separate species, C34H31F16N3O4S5 in total in a non-equilibrium geometry.

Structure (XYZ):
```
93
Properties=species:S:1:pos:R:3:forces:R:3
C 3.7440 -1.0210 1.8922 0.6 0.1 -0.3
C 3.9279 -0.8293 0.3659 -0.2 -0.1 0.7
N 2.8083 -0.1105 -0.2591 -0.6 0.2 -0.6
C 3.1263 0.3106 -1.6417 -0.4 1.0 -0.3
C 1.8823 0.9307 -2.3380 0.4 -0.8 0.2
C 1.6236 -0.9087 -0.2728 -0.2 -0.7 0.1
S 1.4788 -2.2569 -1.1823 0.0 0.0 0.2
S 0.3342 -0.2758 0.7579 0.8 -0.2 0.1
C -0.5697 -1.7394 1.3297 -0.6 -0.4 0.5
C -2.0901 -1.5160 1.3953 0.1 -0.3 -0.7
C -2.7305 -1.1584 0.0314 -0.1 0.8 0.5
C -3.9637 -0.2810 0.2321 0.4 -0.4 -0.4
C -3.9413 0.9821 -0.3114 0.4 -0.1 -0.2
C -5.0010 1.8427 -0.1661 -0.1 1.0 -0.7
S -4.8146 3.4414 -0.9737 0.1 0.2 -0.1
C -6.1120 1.4570 0.5589 -1.1 0.1 0.5
C -6.1722 0.1675 1.1205 -0.3 0.6 0.0
C -5.0974 -0.6811 0.9321 0.3 -1.6 0.6
C -5.0878 -2.1001 1.4827 -0.2 2.4 -0.3
C -5.1269 -3.1205 0.5610 -0.1 -0.9 -0.4
C -5.1221 -4.4439 0.9984 0.0 0.9 0.3
C -5.0726 -4.5907 2.3777 0.0 -0.8 -0.8
C -5.0003 -3.4722 3.1781 0.1 0.1 2.0
N -5.0048 -2.1921 2.8125 0.3 -1.6 -1.1
C -7.3907 -0.2518 1.9048 -0.8 -0.2 0.5
O -7.4432 -1.2307 2.6162 0.2 0.4 -0.6
C -8.6532 0.5935 1.7988 0.2 -0.4 0.4
S -10.1690 -0.1134 2.4381 0.2 0.0 0.1
C -8.5916 1.8031 1.2555 0.1 0.4 -0.3
N -9.7589 2.6353 1.1065 0.9 -0.5 -1.3
C -10.4919 2.2991 0.1846 -0.8 -0.4 1.4
S -11.6368 1.6557 -0.6614 0.4 0.5 -0.4
C -7.2777 2.3876 0.7713 -0.5 0.8 0.2
O -7.2443 3.5896 0.6135 0.1 -0.7 0.0
H 3.6324 -2.0817 2.1299 -0.2 0.2 0.1
H 2.9251 -0.4242 2.2940 0.0 -0.2 -0.1
H 4.6550 -0.6667 2.3865 -0.2 -0.1 0.1
H 4.0395 -1.8171 -0.1069 0.2 0.2 -0.1
H 4.8262 -0.2324 0.1890 -0.2 -0.1 -0.2
H 3.8781 1.1055 -1.5728 0.1 -0.3 0.2
H 3.5175 -0.5079 -2.2611 0.0 0.0 0.2
H 1.3291 0.1117 -2.8061 -0.2 0.3 0.0
H 1.2324 1.4114 -1.6002 0.1 0.1 -0.2
H 2.1807 1.6394 -3.1122 0.0 0.0 0.1
H -0.2319 -1.9302 2.3558 0.1 0.1 -0.2
H -0.3561 -2.6506 0.7666 0.2 0.4 -0.3
H -2.5359 -2.4612 1.7226 0.1 0.2 0.3
H -2.3171 -0.7374 2.1309 -0.1 -0.1 -0.1
H -2.9661 -2.0303 -0.5824 0.2 0.0 0.2
H -2.0126 -0.5365 -0.5171 -0.1 -0.3 -0.1
H -3.0759 1.2975 -0.8849 -0.1 0.1 0.1
H -5.3962 3.1751 -2.1666 0.1 -0.2 0.4
H -5.1652 -2.8951 -0.4997 0.0 0.1 0.1
H -5.1536 -5.2612 0.2888 0.0 -0.1 0.2
H -5.0888 -5.5775 2.8270 0.1 0.1 0.1
H -4.9299 -3.6439 4.2544 0.0 0.1 -0.2
H -10.3530 0.7039 3.5016 0.2 0.0 -0.4
C 2.6777 3.9029 3.0262 -0.4 0.3 -0.5
C 3.0311 2.5916 3.7594 0.6 0.3 -0.5
C 2.8724 2.5760 5.2820 -0.2 -0.4 0.4
F 3.6854 3.4582 5.8884 0.1 0.2 -0.2
F 3.1980 1.3487 5.7560 0.0 -0.1 -0.2
F 4.2798 2.2131 3.4093 0.0 0.0 0.2
F 2.1860 1.6417 3.2715 -0.3 0.1 0.2
O 3.7500 4.7674 2.6556 0.4 -0.3 0.7
C 4.2313 5.7148 3.5422 -1.0 -0.2 -0.5
C 5.7026 5.4756 3.8879 0.5 0.0 0.0
F 5.8749 4.2745 4.4706 -0.2 -0.1 0.0
F 6.1281 6.4172 4.7603 -0.2 0.1 -0.1
F 3.4539 5.7950 4.6356 0.2 0.0 0.2
F 4.1359 6.9104 2.9190 0.3 0.1 0.0
H 2.2600 3.5879 2.0699 0.1 -0.1 0.0
H 1.8737 4.4463 3.5223 0.1 0.0 0.3
H 1.8388 2.7879 5.5698 0.0 0.0 -0.1
H 6.3199 5.5165 2.9883 -0.1 0.1 -0.1
C 4.9002 -2.3619 -7.2881 0.1 -0.3 -0.6
C 3.9076 -1.3792 -6.6319 -0.1 -0.7 0.2
C 4.5096 -0.2202 -5.8288 0.0 0.5 0.1
F 5.2274 -0.6501 -4.7763 0.1 -0.2 0.0
F 3.5183 0.5507 -5.3247 -0.2 0.0 -0.2
F 3.0356 -2.0744 -5.8722 0.0 0.1 0.1
F 3.1814 -0.8217 -7.6419 0.2 0.2 -0.1
O 5.1486 -3.5840 -6.5945 0.0 0.6 0.6
C 6.1247 -3.6131 -5.6130 0.0 0.1 -1.0
C 5.5377 -3.9515 -4.2395 -0.3 -0.2 0.4
F 4.6149 -3.0403 -3.8748 0.1 0.0 -0.1
F 6.5174 -3.9480 -3.3076 0.1 0.0 -0.2
F 6.8257 -2.4662 -5.6000 0.1 0.0 0.3
F 6.9975 -4.5862 -5.9539 -0.1 -0.2 0.2
H 4.4271 -2.6775 -8.2175 -0.2 0.0 0.1
H 5.8237 -1.8709 -7.5931 0.0 0.1 0.3
H 5.1470 0.4097 -6.4558 0.0 -0.1 -0.1
H 5.0612 -4.9338 -4.2470 0.1 0.0 -0.2
```
Forces are in eV/Å.

Values from the calculation:
- Charge: 0
- Spin multiplicity: 1
- E_tot: -5368.146330 Ha

Löwdin charges, unit e, in atom order: -0.069 -0.245 -0.246 -0.262 -0.092 -1.087 0.735 0.931 -0.467 -0.234 -0.132 -0.145 -0.053 -0.495 0.823 -0.090 -0.012 -0.044 -0.275 -0.030 -0.037 -0.067 -0.142 0.147 -0.299 0.090 -0.435 0.829 -0.206 0.105 -0.764 0.766 -0.266 0.083 0.072 0.038 0.070 0.094 0.116 0.117 0.093 0.053 0.063 0.066 0.080 0.050 0.104 0.122 0.118 0.081 0.113 -0.111 0.126 0.110 0.105 0.113 -0.099 -0.034 -0.437 -0.305 0.099 0.094 0.130 0.085 0.043 -0.536 -0.287 0.102 0.100 0.148 0.145 0.149 0.145 0.173 0.175 -0.038 -0.439 -0.302 0.093 0.092 0.134 0.106 0.044 -0.534 -0.282 0.092 0.101 0.144 0.146 0.148 0.145 0.174 0.177

The following is a DFT calculation (the ωB97M-V functional and the def2-TZVPD basis) of the molecule C5H8O2 in a non-equilibrium geometry.

Structure (XYZ):
```
15
Properties=species:S:1:pos:R:3:forces:R:3
C -0.0999 1.9514 -0.2332 0.1 -0.1 0.1
C -0.0475 0.4637 -0.3086 0.3 0.1 0.0
C 0.8534 -0.4479 -1.0848 -0.1 -0.1 0.3
C 0.2904 -0.7478 0.4455 0.1 -0.1 -0.1
O 1.1966 -0.8423 1.4689 0.1 -0.4 -0.2
C -1.1468 -1.1602 0.5102 0.2 -0.2 -0.3
O -1.4058 -0.1015 -0.4455 -0.5 0.0 -0.3
H -0.4018 2.3096 -1.2280 0.0 0.0 0.3
H 0.8678 2.3954 0.0101 -0.1 -0.1 0.0
H -0.8615 2.2342 0.4966 0.2 0.2 -0.1
H 0.6462 -0.4742 -2.1833 -0.5 -1.3 1.1
H 1.9115 -0.6121 -0.8746 0.0 1.2 0.0
H 1.2012 -1.7610 1.7679 0.2 0.1 0.0
H -1.3313 -2.1882 0.1800 -0.3 0.3 -0.3
H -1.6726 -1.0192 1.4787 0.4 0.3 -0.5
```
Forces are in eV/Å.

Values from the calculation:
- Charge: 0
- SMILES: C[C@@]12C[C@]1(O)CO2
- Spin multiplicity: 1
- Relative energy (zero: lowest compared OMol25 entry of this formula, charge and spin): 355.92 kJ/mol
- E_tot: -345.669394 Ha

natural (NBO) charges, unit e, in atom order: -0.629 0.199 -0.529 0.276 -0.672 -0.102 -0.516 0.224 0.225 0.223 0.233 0.228 0.478 0.178 0.184

The following is a DFT calculation (the ωB97M-V functional and the def2-TZVPD basis) of the molecule C3H4N2O.

Structure (XYZ):
```
10
Properties=species:S:1:pos:R:3:forces:R:3
O 2.1965 -0.1162 -0.1769 0.0 -0.1 0.1
C 0.8535 -0.1799 -0.1409 -0.2 0.0 0.1
N 0.1145 -1.2492 -0.1259 0.2 0.2 0.0
C -1.1775 -0.7643 0.0015 -0.2 0.0 0.0
C -1.1890 0.5947 0.0435 -0.1 -0.2 0.0
N 0.1444 0.9736 -0.0745 0.2 -0.1 0.2
H 2.5202 -0.9887 0.0868 0.0 0.1 -0.2
H -2.0157 -1.4441 0.0709 0.1 0.1 -0.1
H -1.9900 1.3158 0.0954 0.1 -0.1 0.0
H 0.5503 1.8459 0.2213 -0.1 0.0 -0.2
```
Forces are in eV/Å.

Values from the calculation:
- Charge: 0
- SMILES: Oc1ncc[nH]1
- Spin multiplicity: 1
- Relative energy (zero: lowest compared OMol25 entry of this formula, charge and spin): 36.47 kJ/mol
- E_tot: -301.473339 Ha

natural (NBO) charges, unit e, in atom order: -0.667 0.619 -0.530 -0.085 -0.131 -0.558 0.502 0.210 0.219 0.420

The following is a DFT calculation (the ωB97M-V functional and the def2-TZVPD basis) of a structure of composition C27H18N7O8S2Y in a non-equilibrium geometry.

Structure (XYZ):
```
63
Properties=species:S:1:pos:R:3:forces:R:3
Y 0.8388 1.4505 0.6309 -0.5 0.0 0.0
C 1.3670 -2.9956 -1.0947 -0.8 2.4 -1.2
C 1.4735 -1.4485 -0.8879 0.8 -1.2 0.2
N 0.5976 -0.7128 -0.3087 -0.5 -2.5 0.2
N -0.5684 -1.4484 -0.0031 -0.3 2.3 0.8
C -1.2986 -0.7213 0.8429 0.7 -0.3 0.5
O -0.9128 0.3023 1.5585 0.6 -0.4 -1.2
C -2.7062 -1.1057 0.9643 -1.3 1.0 0.3
C -3.2953 -1.8340 -0.0571 0.6 -0.6 -1.2
C -4.6621 -1.9554 -0.1441 -0.8 -0.9 0.1
C -5.5236 -1.4907 0.8169 2.5 1.4 1.1
C -4.9610 -0.6823 1.8120 0.0 0.8 0.4
C -3.5663 -0.4425 1.8717 -1.0 -0.4 0.6
C 2.7056 -0.7364 -1.3106 -1.4 -0.7 -1.4
C 3.6546 -1.3343 -2.1317 -0.3 -1.1 1.7
C 4.7184 -0.5768 -2.4760 1.4 0.9 -1.8
C 4.7008 0.8050 -2.2965 1.3 -0.9 0.9
C 3.7621 1.2777 -1.4357 -0.7 1.5 0.3
N 2.7332 0.5457 -1.0359 -0.3 0.9 1.4
H 1.6820 -3.2246 -2.0953 0.5 0.0 -0.6
H 0.3240 -3.2789 -1.1247 -0.1 -0.2 0.8
H 1.9977 -3.5348 -0.4307 0.3 -0.4 0.9
H -2.6728 -2.2687 -0.8644 -0.4 0.4 0.8
H -5.1799 -2.4732 -0.9169 0.4 -0.6 -0.9
H -6.5378 -1.7049 0.7806 -1.8 -0.1 -0.1
H -5.6458 -0.1111 2.4822 0.8 -0.7 -0.3
H -3.2278 0.2058 2.7079 0.2 -0.5 -1.0
H 3.6323 -2.4110 -2.2155 0.1 0.0 -0.4
H 5.6059 -0.9781 -2.9642 -0.4 -0.2 0.0
H 5.5789 1.3820 -2.5326 -0.1 0.2 -0.3
H 3.7801 2.2711 -0.9731 0.1 -0.2 -0.7
S 2.7445 3.3355 1.0790 0.4 0.2 0.5
C 3.4673 1.8871 1.7081 -0.1 1.3 -0.2
N 2.7458 0.8359 1.9489 -0.2 -1.1 0.1
C 3.5295 -0.2866 2.2138 0.6 2.1 0.0
C 3.0769 -1.5160 2.5908 -1.0 -0.5 0.4
C 3.9992 -2.4875 2.8244 0.6 -2.1 0.2
C 5.4086 -2.3037 2.6835 -1.3 -1.7 0.3
C 5.8435 -1.0480 2.4574 0.2 2.4 -0.1
C 4.8850 0.0063 2.2180 1.7 -1.9 0.4
S 5.1749 1.6875 1.9472 -0.1 -0.1 -0.3
H 2.0050 -1.6095 2.7730 0.3 -0.4 -0.2
H 3.6574 -3.4876 3.1477 0.1 0.6 -0.3
H 6.0793 -3.1994 2.7743 -0.6 1.2 0.1
H 6.8991 -0.8172 2.5784 -0.1 0.1 -0.5
O -6.6665 1.8030 -2.0594 0.5 0.8 0.5
N -6.0403 2.5510 -1.3235 -0.3 -0.1 1.0
O -6.5431 3.4070 -0.5689 1.1 -1.5 -1.5
C -4.5321 2.3397 -1.2551 -2.1 0.1 -1.0
C -3.8433 3.0818 -0.3718 1.3 0.6 0.4
C -2.4731 2.8799 -0.3201 -0.8 1.4 1.5
C -1.7095 1.9820 -1.0927 1.4 0.6 -0.8
O -0.4133 1.9243 -1.0458 -1.5 -0.2 -0.6
C -2.5090 1.2634 -2.0160 -1.4 -0.1 -0.2
C -3.9121 1.4271 -2.0914 1.0 -1.3 0.6
N -1.9378 0.1146 -2.7781 -0.5 0.3 0.9
O -0.8172 0.1351 -3.2008 0.8 0.6 -0.2
O -2.6772 -0.8365 -2.8507 -0.6 -0.7 -0.4
N -1.8843 3.6999 0.7477 2.3 -1.0 0.8
O -0.7491 3.3095 1.1562 -1.2 0.7 -0.2
O -2.4405 4.6439 1.2608 0.1 -0.7 -0.8
H -4.2424 3.8448 0.2838 -0.4 -0.2 -0.2
H -4.5194 0.6630 -2.5872 0.3 0.6 -0.3
```
Forces are in eV/Å.

Values from the calculation:
- Charge: 0
- Spin multiplicity: 1
- Relative energy (zero: lowest compared OMol25 entry of this formula, charge and spin): 73.38 kJ/mol
- E_tot: -2859.526046 Ha

natural (NBO) charges, unit e, in atom order: 2.034 -0.681 0.305 -0.371 -0.442 0.572 -0.828 -0.082 -0.182 -0.214 -0.195 -0.219 -0.201 0.175 -0.242 -0.133 -0.249 0.058 -0.496 0.219 0.268 0.235 0.248 0.211 0.213 0.214 0.235 0.230 0.222 0.229 0.232 -0.293 -0.061 -0.650 0.110 -0.223 -0.198 -0.224 -0.191 -0.246 0.445 0.239 0.218 0.229 0.221 -0.356 0.532 -0.378 -0.025 -0.125 -0.068 0.465 -0.797 -0.059 -0.114 0.543 -0.339 -0.383 0.555 -0.457 -0.311 0.288 0.287

The following is a DFT calculation (the ωB97M-V functional and the def2-TZVPD basis) of the ion C4H9N2O with charge +1 in a non-equilibrium geometry.

Structure (XYZ):
```
16
Properties=species:S:1:pos:R:3:forces:R:3
C 1.7887 0.2005 0.0239 -0.9 0.8 0.1
C 0.4368 -1.3844 -0.1804 1.4 1.9 -0.8
C 0.2300 0.0987 -0.0154 -0.1 2.9 0.4
C -0.4041 0.6887 1.2656 2.4 -2.7 1.6
N 1.8494 -1.1443 0.0421 1.4 1.3 -0.6
N -0.3266 0.8994 -1.2181 0.9 0.1 1.9
O 2.5362 1.1366 0.1084 -0.2 -0.5 -0.2
H 0.0497 -1.9593 0.5306 -2.0 -2.3 3.0
H 0.1317 -1.7186 -1.1193 0.0 -0.9 -1.8
H -1.2520 0.0409 1.6451 1.2 0.8 -0.1
H -0.7349 1.6600 1.1490 -0.9 2.1 -0.6
H 0.5293 0.8521 1.9935 -2.4 -0.8 -1.0
H 2.6756 -1.5482 0.4116 0.4 -1.7 0.1
H -1.3673 0.8672 -1.0773 1.2 0.8 -1.2
H 0.1015 0.4909 -2.0056 -0.6 -1.5 -2.0
H 0.2175 1.8056 -1.3093 -1.6 -0.3 1.1
```
Forces are in eV/Å.

Values from the calculation:
- Charge: +1
- SMILES: C[C@]1([NH3+])CNC1=O
- Spin multiplicity: 1
- Relative energy (zero: lowest compared OMol25 entry of this formula, charge and spin): 271.23 kJ/mol
- E_tot: -342.253962 Ha

natural (NBO) charges, unit e, in atom order: 0.650 -0.199 0.022 -0.649 -0.583 -0.705 -0.537 0.221 0.201 0.250 0.232 0.275 0.438 0.472 0.438 0.474

| no. | E_HOMO (eV) |
| --- | --- |
| 1 | -8.390 |
| 2 | -8.653 |
| 3 | -9.272 |
| 4 | -8.480 |
| 5 | -8.498 |
| 6 | -14.444 |